1.
15
Properties=species:S:1:pos:R:3:nbo_charge:R:1 method="wB97M-V/def2-TZVPD" homo_lumo_gap_ev=9.3 spin_multiplicity=1 smiles=c1c[nH]cn1.O.O total_charge=0
C -2.44074 -0.96326 -0.22417 -0.085
C -1.19067 -1.57264 -0.04943 -0.113
N -0.35210 -0.53991 -0.33742 -0.516
C -0.98885 0.40836 -1.07138 0.128
N -2.29329 0.19735 -0.95263 -0.467
H -3.35348 -1.27042 0.25504 0.208
H -0.96537 -2.34595 0.66604 0.218
H 0.58974 -0.33236 -0.03866 0.426
H -0.41661 1.03843 -1.73376 0.203
O -0.18630 2.01273 2.23250 -0.927
H -1.13811 2.05884 2.35855 0.466
H -0.19847 2.11901 1.28155 0.460
O 4.05976 -0.31631 -0.45925 -0.930
H 4.41678 -0.96314 -1.07926 0.465
H 4.45772 0.46929 -0.84772 0.465

2.
15
Properties=species:S:1:pos:R:3:nbo_charge:R:1 method="wB97M-V/def2-TZVPD" homo_lumo_gap_ev=8.8 spin_multiplicity=1 smiles="C=NC(C)=O.NO" total_charge=0
C 1.08281 -2.08111 0.44829 0.044
N 0.47884 -1.02197 0.17457 -0.495
C 0.91338 0.14480 -0.51076 0.612
C 0.90921 1.34120 0.43345 -0.708
O 1.71326 0.07328 -1.44291 -0.526
H 0.50217 -2.98033 0.62765 0.173
H 2.17130 -2.14799 0.46056 0.155
H 1.37598 2.19274 -0.05434 0.234
H -0.12611 1.59013 0.66635 0.253
H 1.44016 1.11012 1.35523 0.238
N -2.09212 -0.10908 -0.65975 -0.500
O -2.39582 1.08370 0.01882 -0.605
H -2.26785 -0.83047 0.03996 0.344
H -0.89153 -0.01501 -0.91149 0.317
H -2.81367 1.64998 -0.64563 0.465

3.
15
Properties=species:S:1:pos:R:3:nbo_charge:R:1 method="wB97M-V/def2-TZVPD" homo_lumo_gap_ev=7.5 spin_multiplicity=1 total_charge=0
C 0.09313 0.56178 0.59625 -0.067
C -0.47312 -0.74340 0.18673 -0.167
C 1.80271 -0.26139 0.37494 0.690
N -0.29448 1.60370 -0.15885 -0.961
N -1.97516 -0.31856 -0.57114 -0.870
O 2.30428 -0.06244 -0.86746 -0.712
O 2.45845 -0.68677 1.28846 -0.638
H 3.24240 -0.33086 -0.86763 0.478
H 0.22024 0.68426 1.67630 0.177
H -1.60862 0.81132 -0.74191 0.470
H 0.11998 2.47232 0.16312 0.362
H -2.35062 -0.51403 -1.49265 0.406
H -2.74582 -0.52268 0.05825 0.396
H -0.71908 -1.40323 1.01495 0.220
H -0.07428 -1.29001 -0.65936 0.216

4.
15
Properties=species:S:1:pos:R:3:nbo_charge:R:1 method="wB97M-V/def2-TZVPD" homo_lumo_gap_ev=10.3 spin_multiplicity=1 smiles=N[C@@]1(O)NCCO1 total_charge=0
N 1.73907 0.01240 -0.86280 -0.857
C 0.43534 0.50944 -0.51182 0.742
O 0.24065 1.63508 -1.29510 -0.703
N -0.58558 -0.50858 -0.70672 -0.662
C -1.28746 -0.72307 0.55381 -0.250
C -0.31847 -0.13668 1.57873 -0.085
O 0.31959 0.89968 0.85915 -0.536
H 2.31601 0.79877 -1.14486 0.381
H 2.16811 -0.40625 -0.04292 0.364
H -0.71297 1.78577 -1.32343 0.482
H -0.15522 -1.34409 -1.08163 0.388
H -1.50858 -1.78180 0.71644 0.204
H -2.23713 -0.17365 0.56222 0.183
H 0.41075 -0.89131 1.91711 0.154
H -0.80160 0.30164 2.45597 0.196

Number 1: LUMO energy 0.51 eV, energy -10314.80575 eV. Number 2: LUMO energy -0.20 eV, energy -10311.65405 eV. Number 3: LUMO energy 0.40 eV, energy -10312.35702 eV. Number 4: LUMO energy 0.91 eV, energy -10315.93988 eV.